(1)
DFT (ωB97M-V/def2-TZVPD) results for an isolated molecule of C3H3N3O.

```
10
C3H3N3O (ωB97M-V/def2-TZVPD)
O -2.144 -0.213 0.085
C -0.797 -0.193 0.034
C -0.374 1.146 -0.133
N 0.960 1.345 0.026
C 1.704 0.075 0.055
N 1.274 -1.112 -0.118
N -0.100 -1.312 -0.006
H -2.635 0.741 -0.026
H -1.086 1.905 -0.186
H 2.745 0.443 0.495
```

relative energy (zero: lowest compared OMol25 entry of this formula, charge and spin) = 74.2 kcal/mol

=====

(2)
DFT (ωB97M-V/def2-TZVPD) results for an isolated molecule of C3H3N3O.

```
10
C3H3N3O (ωB97M-V/def2-TZVPD)
O 0.147 0.793 -1.158
C 0.268 1.149 0.205
N -0.886 0.934 0.966
N -1.132 -0.489 0.718
C -0.246 -1.106 0.050
C 0.940 -0.270 -0.604
N 1.347 0.505 0.558
H -1.721 1.419 0.653
H -0.371 -2.168 -0.123
H 1.654 -0.766 -1.265
```

relative energy (zero: lowest compared OMol25 entry of this formula, charge and spin) = 118.4 kcal/mol

=====

(3)
DFT (ωB97M-V/def2-TZVPD) results for an isolated molecule of C3H3N3O.

```
10
C3H3N3O (ωB97M-V/def2-TZVPD)
H -1.350 1.019 -0.301
N -0.685 1.772 -0.582
N 0.489 1.415 -0.549
C 0.857 0.065 -0.128
C -0.146 -0.923 0.292
C -1.421 -0.766 0.602
O -2.549 -0.728 0.895
N 2.087 -0.243 -0.163
H 2.615 0.561 -0.512
H 0.200 -1.947 0.384
```

relative energy (zero: lowest compared OMol25 entry of this formula, charge and spin) = 70.0 kcal/mol

=====

(4)
DFT (ωB97M-V/def2-TZVPD) results for an isolated molecule of C3H3N3O.

```
10
C3H3N3O (ωB97M-V/def2-TZVPD)
O -0.302 0.206 2.639
C -0.330 0.477 1.426
C -0.984 -0.195 0.381
C -0.437 -0.493 -0.814
N 0.693 0.166 -1.230
N 1.239 1.106 -0.357
N 0.704 1.451 0.805
H -1.489 -1.124 0.772
H -0.239 -1.550 -1.528
H 1.144 -0.046 -2.095
```

relative energy (zero: lowest compared OMol25 entry of this formula, charge and spin) = 105.1 kcal/mol

=====

(5)
DFT (ωB97M-V/def2-TZVPD) results for a 2-piece molecular cluster, C3H3N3O overall.

```
10
C3H3N3O (ωB97M-V/def2-TZVPD)
C 0.724 -2.083 -0.195
C -0.955 0.900 0.362
C -0.529 2.530 0.077
H 0.285 -3.069 -0.409
H 2.054 -1.589 0.330
H 0.862 0.416 -0.683
N -0.316 -1.231 -0.202
N 0.016 0.028 -0.092
N -0.153 3.639 -0.061
O -1.989 0.460 0.872
```

relative energy (zero: lowest compared OMol25 entry of this formula, charge and spin) = 116.7 kcal/mol

=====

(6)
DFT (ωB97M-V/def2-TZVPD) results for a 2-piece molecular cluster, C3H3N3O overall.

```
10
C3H3N3O (ωB97M-V/def2-TZVPD)
N 1.971 -0.382 0.854
C 1.145 -0.371 -0.054
N -0.728 0.774 -1.079
N -1.341 1.045 -2.090
O -1.829 -0.843 2.638
C -1.493 -0.029 1.923
C 0.178 -0.370 -0.943
H 2.876 0.024 0.615
H -0.813 1.310 -0.192
H 0.034 -1.156 -1.671
```

relative energy (zero: lowest compared OMol25 entry of this formula, charge and spin) = 101.2 kcal/mol

=====

(7)
DFT (ωB97M-V/def2-TZVPD) results for an isolated molecule of C3H3N3O.

```
10
C3H3N3O (ωB97M-V/def2-TZVPD)
H -0.548 -1.758 0.933
N 0.352 -1.620 0.444
C 0.599 -0.442 0.043
C 1.951 -0.319 -0.438
N 3.086 -0.366 -0.633
C -0.294 0.912 0.167
N -1.447 0.621 -0.465
O 0.128 1.911 0.694
H -2.072 1.392 -0.482
H -1.754 -0.332 -0.263
```

relative energy (zero: lowest compared OMol25 entry of this formula, charge and spin) = 32.4 kcal/mol

=====

(8)
DFT (ωB97M-V/def2-TZVPD) results for an isolated molecule of C3H3N3O.

```
10
C3H3N3O (ωB97M-V/def2-TZVPD)
H 0.226 -2.567 0.725
N 0.303 -1.749 1.406
C 0.058 -0.626 0.730
C -0.262 -0.297 -0.728
C -0.134 0.967 -1.077
O 0.327 1.894 -0.239
N 0.326 1.648 1.149
N 0.042 0.509 1.660
H -0.719 -1.005 -1.432
H -0.166 1.226 -2.194
```

relative energy (zero: lowest compared OMol25 entry of this formula, charge and spin) = 97.1 kcal/mol

=====

(9)
DFT (ωB97M-V/def2-TZVPD) results for C3H3N3O2 as an isolated structure.

```
11
C3H3N3O2 (ωB97M-V/def2-TZVPD)
C 1.662 -0.786 0.157
C -1.866 0.466 0.470
C -0.427 0.935 -0.198
H 2.365 0.908 -0.782
H 1.555 -1.835 1.038
H -2.840 1.026 0.677
N 2.645 -0.042 0.321
N 0.208 -0.288 -0.487
N -1.890 -0.891 0.099
O -0.611 -1.384 -0.304
O 0.108 1.978 -0.075
```

relative energy (zero: lowest compared OMol25 entry of this formula, charge and spin) = 223.7 kcal/mol

=====

(10)
DFT (ωB97M-V/def2-TZVPD) results for an isolated molecule of C3H3N3O2.

```
11
C3H3N3O2 (ωB97M-V/def2-TZVPD)
H 3.142 -0.258 -0.454
N 2.255 -0.883 -0.180
C 1.012 -0.477 -0.024
N -0.217 -1.026 0.392
C -1.583 -0.386 0.006
O -2.620 -1.123 -0.020
N -1.664 1.019 -0.278
C -0.497 1.523 0.057
O 0.771 1.036 0.219
H -0.256 -1.954 -0.055
H -0.343 2.530 0.337
```

relative energy (zero: lowest compared OMol25 entry of this formula, charge and spin) = 79.9 kcal/mol

=====

Number 1: total energy -9674.23561 eV, gap between HOMO and LUMO 9.48 eV, highest occupied orbital energy -10.01 eV. Number 2: total energy -9672.31814 eV, gap between HOMO and LUMO 9.86 eV, highest occupied orbital energy -9.84 eV. Number 3: total energy -9674.42072 eV, gap between HOMO and LUMO 9.36 eV, highest occupied orbital energy -9.86 eV. Number 4: total energy -9672.89679 eV, gap between HOMO and LUMO 9.10 eV, highest occupied orbital energy -9.36 eV. Number 5: total energy -9672.39528 eV, gap between HOMO and LUMO 9.58 eV, highest occupied orbital energy -10.05 eV. Number 6: total energy -9673.06566 eV, gap between HOMO and LUMO 8.82 eV, highest occupied orbital energy -8.20 eV. Number 7: total energy -9676.05116 eV, gap between HOMO and LUMO 10.27 eV, highest occupied orbital energy -10.54 eV. Number 8: total energy -9673.24208 eV, gap between HOMO and LUMO 9.51 eV, highest occupied orbital energy -9.79 eV. Number 9: total energy -11716.25547 eV, gap between HOMO and LUMO 9.32 eV, highest occupied orbital energy -9.94 eV. Number 10: total energy -11722.49059 eV, gap between HOMO and LUMO 10.54 eV, highest occupied orbital energy -10.61 eV.